No. 1
DFT (the ωB97M-V functional and the def2-TZVPD basis) results for an isolated ion of composition C27H27F3N and charge +1.

total charge = +1
LUMO energy = -3.8 eV
highest occupied orbital energy = -11.86 eV
2S+1 = 1

Last column: natural (NBO) charge in e.
Atoms and positions in Å:
C1 1.9257 0.4569 1.0976  -0.421
N1 1.5044 -0.8961 1.2553  -0.350
C2 0.2356 -1.1866 0.9274  0.522
C3 -0.7358 -0.0328 0.7675  -0.266
C4 -2.1405 -0.6022 0.6834  -0.445
C5 -2.4980 -1.9778 1.3274  -0.390
C6 -1.5119 -3.0925 0.9654  -0.403
C7 -0.0653 -2.6466 1.1505  -0.509
C8 2.5572 -1.8648 1.4030  0.179
C9 3.0358 -2.1845 2.6687  -0.255
C10 4.0970 -3.0866 2.7865  -0.173
C11 4.7317 -3.5977 1.6443  -0.188
C12 4.1973 -3.2960 0.3800  -0.183
C13 3.1389 -2.3900 0.2574  -0.253
H1 2.9731 0.5350 1.3376  0.245
H2 1.7374 0.7406 0.0543  0.236
H3 1.3383 1.0743 1.7798  0.213
H4 -0.6195 0.6087 1.7658  0.311
H5 -2.7549 0.1307 1.2071  0.245
H6 -2.4805 -0.6657 -0.3650  0.220
H7 -2.4439 -1.8573 2.4369  0.203
H8 -3.5085 -2.3147 1.0206  0.242
H9 -1.7003 -3.9613 1.5974  0.234
H10 -1.6386 -3.4670 -0.0623  0.212
H11 0.5457 -3.3255 0.5235  0.275
H12 0.2629 -2.8750 2.1775  0.263
H13 2.5864 -1.7106 3.5493  0.233
H14 4.4731 -3.3538 3.7789  0.236
H15 5.6234 -4.2190 1.7309  0.240
H16 4.6403 -3.7146 -0.5237  0.237
H17 2.7594 -2.0700 -0.7175  0.227
F1 -0.3976 1.7321 -6.3229  -0.316
C14 0.6711 1.5256 -5.4896  0.973
F2 1.2046 0.3632 -5.9253  -0.325
F3 1.6517 2.4652 -5.7245  -0.320
C15 0.3466 1.4178 -4.0457  -0.167
C16 0.3442 0.1735 -3.3651  -0.098
C17 0.2191 0.1419 -1.9720  -0.255
C18 -0.2514 1.2726 -1.2898  -0.026
C19 -0.5468 1.3838 0.1930  -0.296
C20 -1.7197 2.2777 0.5564  -0.051
C21 -1.6899 3.0144 1.7517  -0.225
C22 -2.9134 3.6147 2.1811  -0.190
C23 -3.9753 3.7019 1.2602  -0.203
C24 -3.9731 3.0070 0.0491  -0.191
C25 -2.8250 2.2418 -0.2832  -0.203
C26 -0.3493 2.4636 -2.0166  -0.198
C27 -0.0947 2.5628 -3.3880  -0.149
H18 0.4238 -0.7646 -3.9010  0.234
H19 0.4954 -0.7458 -1.3892  0.194
H20 0.2074 2.1150 0.5497  0.260
H21 -0.7195 3.0715 2.3180  0.217
H22 -3.0253 4.0036 3.2032  0.235
H23 -4.8851 4.2898 1.5212  0.234
H24 -4.8009 3.0299 -0.6470  0.231
H25 -2.7386 1.6241 -1.1787  0.226
H26 -0.6109 3.3200 -1.4162  0.223
H27 -0.3133 3.5395 -3.8343  0.248

Atoms 1-3, force components in eV/Å:
0.4 0.9 0.1
-1.8 -0.7 -1.4
2.8 1.0 1.5


No. 2
DFT (the ωB97M-V functional and the def2-TZVPD basis) results for C27H27NO2SeY as an isolated structure.

total charge = -1
energy relative to the best compared isomer or geometry (same formula, charge and spin) = 0.343 eV
LUMO energy = 2.6 eV
highest occupied orbital energy = -3.18 eV
2S+1 = 1

Last column: natural (NBO) charge in e.
Atoms and positions in Å:
Y1 -1.0598 -0.6007 -1.3395  1.637
C1 1.8153 2.5450 -2.5987  -0.714
C2 0.6676 1.6104 -2.9283  0.633
O1 0.6628 0.4923 -2.3863  -0.650
C3 -0.3593 2.0265 -3.8503  -0.319
C4 -0.0641 2.9244 -4.8879  -0.133
C5 -0.9791 3.2183 -5.8634  -0.307
C6 -2.2445 2.6202 -5.8230  -0.181
C7 -2.5849 1.7676 -4.8126  -0.253
C8 -1.6759 1.4425 -3.7649  0.446
O2 -2.0588 0.7265 -2.7782  -0.792
H1 2.1624 2.3164 -1.5906  0.253
H2 1.5153 3.5881 -2.6546  0.222
H3 2.6427 2.3685 -3.2855  0.233
H4 0.9309 3.3433 -4.9435  0.201
H5 -0.7218 3.8786 -6.6783  0.202
H6 -2.9590 2.8374 -6.6058  0.201
H7 -3.5484 1.2787 -4.7902  0.212
C9 3.2161 3.2416 3.2972  -0.243
C10 3.5777 2.2161 2.4386  -0.215
C11 2.6326 1.6029 1.6407  -0.201
C12 1.2884 1.9819 1.7010  -0.066
C13 0.9490 3.0527 2.5346  -0.158
C14 1.8992 3.6675 3.3259  -0.239
C15 0.2384 1.3441 0.9035  -0.274
C16 0.1893 0.0736 0.4501  -0.457
C17 1.1990 -0.9150 0.8485  -0.080
C18 1.8948 -1.6534 -0.1216  -0.148
C19 2.8338 -2.5953 0.2413  -0.221
C20 3.0896 -2.8535 1.5806  -0.256
C21 2.3821 -2.1643 2.5537  -0.210
C22 1.4448 -1.2138 2.1958  -0.238
H8 3.9567 3.7193 3.9237  0.199
H9 4.6078 1.8983 2.3933  0.203
H10 2.9306 0.8189 0.9598  0.226
H11 -0.0795 3.3882 2.5697  0.194
H12 1.6196 4.4891 3.9732  0.198
H13 -0.5974 2.0155 0.6970  0.181
H14 1.6974 -1.4753 -1.1783  0.222
H15 3.3664 -3.1407 -0.5257  0.206
H16 3.8178 -3.6003 1.8652  0.198
H17 2.5770 -2.3629 3.6015  0.196
H18 0.8911 -0.6818 2.9601  0.207
C23 -3.2718 -2.5294 3.2270  -0.578
C24 -2.8539 -2.9350 1.8027  -0.191
C25 -3.8335 -3.9284 1.1696  -0.592
C26 -1.4323 -3.5154 1.8008  -0.613
C27 -2.8498 -1.7394 1.0038  0.498
N1 -2.8076 -0.7609 0.4003  -0.460
H19 -3.1476 -3.3773 3.8972  0.211
H20 -4.3136 -2.2102 3.2552  0.206
H21 -2.6452 -1.7104 3.5804  0.220
H22 -3.8838 -4.8297 1.7771  0.204
H23 -3.4836 -4.1874 0.1719  0.264
H24 -4.8290 -3.4926 1.0919  0.203
H25 -1.4044 -4.4063 2.4262  0.198
H26 -0.7143 -2.7906 2.1795  0.225
H27 -1.1329 -3.7903 0.7917  0.288
Se1 -1.1604 -3.0341 -1.8231  -1.194

Atoms 1-3, force components in eV/Å:
-1.2 0.1 -0.9
-0.1 -0.2 0.1
0.4 -0.2 0.3


No. 3
DFT (the ωB97M-V functional and the def2-TZVPD basis) results for C27H28BF5N10OSeW as an isolated structure.

total charge = +3
energy relative to the best compared isomer or geometry (same formula, charge and spin) = 2.361 eV
LUMO energy (spin up / spin down) = -12.1 / -11.2 eV
highest occupied orbital energy (spin up / spin down) = -15.67 / -15.67 eV
2S+1 = 2

Last column: Löwdin charge in e.
Atoms and positions in Å:
W1 0.0640 -0.4169 -0.6310  1.779
C1 2.5894 -1.5088 -2.5942  0.005
C2 3.0112 -0.6604 -1.4504  -0.285
C3 4.2935 -0.2850 -1.0558  0.068
C4 4.1187 0.5865 0.0018  0.051
N1 2.8027 0.7176 0.2321  0.069
N2 2.1120 -0.0555 -0.6520  -0.088
B1 1.9876 1.6441 1.1481  -0.657
N3 1.1161 0.7389 2.0337  0.058
C5 1.1298 0.4945 3.3521  0.059
C6 0.1966 -0.4849 3.6272  0.068
C7 -0.3574 -0.8243 2.3962  -0.281
C8 -1.3800 -1.8488 2.0582  -0.010
N4 0.2008 -0.0626 1.4318  -0.071
N5 1.0034 2.4052 0.2212  0.048
C9 1.0285 3.6909 -0.1676  0.037
C10 0.1617 3.8589 -1.2280  0.060
C11 -0.3627 2.5914 -1.4741  -0.295
C12 -1.2364 2.1044 -2.5708  -0.041
N6 0.1295 1.7142 -0.5725  -0.098
N7 2.8102 2.5986 1.9686  -0.042
C13 2.2985 3.5574 2.8198  -0.084
C14 3.3480 4.2160 3.3820  0.021
C15 4.5117 3.5939 2.8292  -0.303
C16 5.9116 3.9058 3.0862  -0.024
N8 4.1247 2.6227 1.9826  0.099
H1 3.2468 -1.3249 -3.4426  0.114
H2 2.6732 -2.5699 -2.3512  0.103
H3 1.5575 -1.2657 -2.9057  0.071
H4 5.2179 -0.6021 -1.4899  0.135
H5 4.8302 1.1295 0.5945  0.126
H6 1.7971 1.0087 4.0122  0.156
H7 -0.0395 -0.8995 4.5838  0.135
H8 -1.6082 -2.4401 2.9421  0.113
H9 -2.3050 -1.3831 1.7092  0.043
H10 -1.0225 -2.5335 1.2793  0.064
H11 1.6682 4.4150 0.2938  0.150
H12 -0.0450 4.7642 -1.7605  0.134
H13 -1.1520 2.7680 -3.4275  0.106
H14 -0.9055 1.0910 -2.8711  0.042
H15 -2.2865 2.0766 -2.2746  0.080
H16 1.2414 3.6826 2.9381  0.124
H17 3.3345 5.0190 4.0888  0.117
H18 6.0153 4.6828 3.8388  0.092
H19 6.4615 3.0065 3.3862  0.094
H20 6.4151 4.2209 2.1634  0.096
C17 -4.3549 0.6525 1.0954  0.007
N9 -4.9675 0.2044 -0.1245  -0.106
C18 -6.2996 0.2129 -0.3875  0.028
C19 -6.4733 -0.3107 -1.6392  0.030
N10 -5.2498 -0.6368 -2.1207  -0.111
C20 -4.9721 -1.1842 -3.4220  -0.002
C21 -4.3222 -0.3208 -1.1868  -0.546
Se1 -2.5340 -0.9334 -1.3459  0.949
H21 -5.0490 1.3116 1.6146  0.118
H22 -3.4313 1.1947 0.8801  0.096
H23 -4.1368 -0.1961 1.7479  0.099
H24 -7.0346 0.5676 0.3086  0.153
H25 -7.3849 -0.4631 -2.1856  0.155
H26 -5.9085 -1.3972 -3.9320  0.117
H27 -4.3928 -2.1056 -3.3357  0.089
H28 -4.4023 -0.4688 -4.0194  0.114
F1 0.4058 -7.3242 -0.7362  0.204
C22 0.2196 -6.0376 -0.9210  -0.088
C23 0.9141 -5.1168 -0.1155  -0.115
F2 1.7276 -5.5206 0.8379  0.183
C24 0.7073 -3.7699 -0.3533  -0.097
F3 1.2956 -2.7200 0.3317  0.050
C25 -0.1441 -3.3124 -1.3658  -0.254
O1 -0.1986 -1.9968 -1.5165  -0.416
C26 -0.8851 -4.2368 -2.1054  -0.107
F4 -1.7698 -3.7573 -2.9802  0.128
C27 -0.6917 -5.6014 -1.8961  -0.105
F5 -1.3726 -6.4729 -2.6063  0.191

Atoms 1-3, force components in eV/Å:
-0.2 2.6 2.7
-0.2 0.0 -0.2
1.2 -0.2 -0.7


No. 4
DFT (the ωB97M-V functional and the def2-TZVPD basis) results for C27H28BIrN4O4PS as an isolated structure.

total charge = +1
energy relative to the best compared isomer or geometry (same formula, charge and spin) = 1.352 eV
LUMO energy = -3.5 eV
highest occupied orbital energy = -10.55 eV
2S+1 = 1

Last column: natural (NBO) charge in e.
Atoms and positions in Å:
Ir1 0.1975 -0.9448 1.0707  0.452
O1 -0.3344 2.3676 3.1178  -0.568
C1 0.3649 1.6190 2.4986  0.831
O2 0.4183 0.2956 2.6825  -0.794
C2 1.3757 2.0921 1.4726  -0.867
P1 1.4502 0.8355 0.1760  1.174
C3 3.1372 0.8044 -0.4857  -0.406
C4 3.3856 0.0057 -1.6026  -0.187
C5 4.6259 0.0235 -2.2136  -0.192
C6 5.6371 0.8326 -1.7071  -0.178
C7 5.4007 1.6148 -0.5888  -0.215
C8 4.1548 1.6005 0.0274  -0.124
C9 0.6116 1.5131 -1.3012  -0.347
C10 0.6304 2.8721 -1.6075  -0.205
C11 0.0825 3.3286 -2.7953  -0.190
C12 -0.5014 2.4364 -3.6836  -0.207
C13 -0.5406 1.0855 -3.3764  -0.137
C14 0.0194 0.6239 -2.1928  -0.248
H1 2.3268 2.0822 2.0103  0.269
H2 1.1695 3.0972 1.1228  0.274
H3 2.5956 -0.6115 -2.0068  0.213
H4 4.8070 -0.5892 -3.0872  0.223
H5 6.6069 0.8518 -2.1861  0.229
H6 6.1855 2.2424 -0.1884  0.229
H7 3.9976 2.2264 0.8946  0.209
H8 1.0866 3.5823 -0.9291  0.213
H9 0.1171 4.3845 -3.0306  0.226
H10 -0.9208 2.7959 -4.6140  0.225
H11 -1.0029 0.3854 -4.0609  0.212
H12 -0.0159 -0.4321 -1.9544  0.223
S1 0.4732 -2.8589 2.6543  -0.234
C15 -0.7586 -2.4880 3.8119  0.372
N1 -1.6719 -3.3749 4.2027  -0.569
C16 -2.6510 -2.7891 5.1240  -0.228
C17 -2.0444 -1.3940 5.3892  -0.228
N2 -0.9030 -1.3556 4.4705  -0.568
H13 -1.7323 -4.2987 3.8136  0.432
H14 -2.7411 -3.3849 6.0288  0.221
H15 -3.6285 -2.7293 4.6460  0.209
H16 -1.6950 -1.2873 6.4148  0.217
H17 -2.7389 -0.5847 5.1746  0.224
H18 -0.4373 -0.5029 4.1485  0.473
C18 2.2152 -3.0140 -0.8558  -0.662
C19 0.7374 -3.1328 -0.9701  0.396
N3 -0.1693 -2.4393 -0.2986  -0.476
C20 -1.4118 -2.9519 -0.6334  -0.068
C21 -1.2439 -3.9536 -1.5244  -0.075
N4 0.1145 -4.0542 -1.7274  -0.497
H19 2.4676 -2.3411 -0.0387  0.241
H20 2.6621 -2.6322 -1.7727  0.240
H21 2.6537 -3.9904 -0.6475  0.249
H22 -2.3154 -2.5606 -0.2117  0.250
H23 -1.9475 -4.5978 -2.0194  0.239
H24 0.5722 -4.7088 -2.3386  0.433
O3 -1.5866 1.4110 0.7237  -0.720
B1 -1.5310 0.0212 0.5801  1.008
O4 -2.4095 -0.3581 -0.4365  -0.713
C22 -2.9538 0.8055 -0.9460  0.208
C23 -3.8100 0.9579 -2.0087  -0.237
C24 -4.1747 2.2672 -2.3227  -0.211
C25 -3.6887 3.3487 -1.5953  -0.208
C26 -2.8111 3.1718 -0.5263  -0.257
C27 -2.4611 1.8756 -0.2337  0.287
H25 -4.1799 0.1088 -2.5670  0.229
H26 -4.8460 2.4423 -3.1526  0.224
H27 -3.9952 4.3498 -1.8675  0.225
H28 -2.4268 4.0019 0.0508  0.237

Atoms 1-3, force components in eV/Å:
1.1 -0.2 1.9
0.1 0.0 0.4
0.0 -0.2 0.1


Q: Number 3 is which compound?
A: C27H28BF5N10OSeW


Q: Among the records above, which one has the lowest total charge?
A: C27H27NO2SeY


Q: What is the formula in the fourth record?
A: C27H28BIrN4O4PS